{"formula": "C3H6S2", "method": "wB97M-V/def2-TZVPD", "elements": ["S", "C", "C", "S", "C", "H", "H", "H", "H", "H", "H"], "positions_angstrom": [[-0.89132, 0.03704, 1.95279], [-0.55672, -0.23142, 0.17485], [0.11611, 0.97740, -0.38317], [0.85721, 0.14504, -1.82067], [0.44394, -1.25754, -0.39533], [0.33902, 0.39649, 2.01517], [-1.55931, -0.44103, -0.12132], [-0.79221, 1.90648, -0.45696], [0.89108, 1.39479, 0.37980], [1.36843, -0.73303, 0.28640], [0.27872, -2.36773, -0.59519]], "forces_ev_per_angstrom": [[-0.707, -1.046, -0.311], [-0.834, -1.006, 0.366], [-2.254, 3.988, 0.828], [-0.990, -1.432, 1.025], [2.928, 3.387, 1.324], [1.624, 0.588, 1.042], [-0.684, 0.263, -1.220], [3.050, -2.530, -0.375], [-1.072, -0.726, -1.505], [-1.543, -3.279, -1.571], [0.483, 1.793, 0.396]], "smiles": "SC1CSC1", "e_homo_ha": -0.3265, "orbital_gap_ev": 9.450, "relative_energy_kj_mol": 291.3, "molar_mass_da": 106.22, "e_tot_ha": -914.16473, "lumo_energy_ev": 0.57, "fmax_ev_per_a": 4.67}